{
  "formula": "C55H42ClKNO3P2S",
  "method": "wB97M-V/def2-TZVPD",
  "homo_lumo_gap_ev": 5.42,
  "total_charge": -1,
  "e_tot_ev": -123609.85506,
  "homo_energy_ev": -3.31,
  "relative_energy_ev": 1.5576,
  "species": ["K", "O", "S", "C", "C", "C", "C", "C", "C", "P", "C", "C", "C", "C", "C", "C", "C", "C", "C", "C", "C", "C", "C", "C", "C", "C", "C", "C", "P", "C", "C", "C", "C", "C", "C", "C", "C", "C", "C", "C", "C", "H", "H", "H", "H", "H", "H", "H", "H", "H", "H", "H", "H", "H", "H", "H", "H", "H", "H", "H", "H", "H", "H", "H", "H", "H", "H", "H", "H", "N", "C", "C", "C", "C", "C", "C", "C", "C", "C", "C", "C", "C", "H", "H", "H", "H", "H", "H", "H", "H", "H", "H", "Cl", "C", "C", "C", "C", "O", "C", "C", "O", "C", "H", "H", "H", "H"],
  "xyz": [[0.20170, -1.81774, -0.79990], [-0.91644, -0.12432, 0.13860], [-2.26295, 0.41280, -0.23338], [-2.01257, 2.22535, -0.26419], [-3.20715, 2.94674, -0.37662], [-3.19525, 4.30826, -0.57951], [-1.97228, 4.96217, -0.69763], [-0.80122, 4.24564, -0.57559], [-0.76872, 2.85770, -0.34972], [0.95471, 2.03644, -0.23560], [1.61711, 3.25195, 1.03966], [0.78458, 3.75289, 2.04550], [1.27718, 4.53389, 3.08273], [2.63188, 4.82331, 3.15973], [3.48606, 4.27833, 2.21185], [2.98688, 3.48909, 1.18302], [1.57271, 2.73280, -1.85898], [0.69200, 2.79844, -2.93840], [1.12684, 3.12263, -4.21678], [2.46514, 3.39349, -4.45352], [3.36036, 3.30195, -3.39833], [2.92029, 2.96743, -2.12473], [-3.11663, 0.31952, 1.35440], [-4.50079, 0.36344, 1.32861], [-5.22323, 0.31027, 2.51314], [-4.53675, 0.21188, 3.70901], [-3.14703, 0.13140, 3.72065], [-2.39301, 0.15162, 2.54900], [-0.51816, 0.04534, 2.58525], [-0.24240, -1.76453, 2.23626], [-1.23747, -2.69146, 1.92169], [-0.89258, -3.99745, 1.57625], [0.44254, -4.38143, 1.52620], [1.44073, -3.46958, 1.84397], [1.09872, -2.17000, 2.19942], [-0.24103, -0.00184, 4.41980], [-0.28213, -1.14749, 5.21615], [0.08894, -1.10074, 6.55305], [0.50976, 0.09676, 7.11882], [0.53799, 1.24903, 6.34656], [0.16964, 1.19458, 5.00776], [-4.15585, 2.42860, -0.30696], [-4.12665, 4.85535, -0.65875], [-1.93640, 6.02702, -0.89366], [0.14494, 4.76490, -0.66698], [-0.27767, 3.54141, 2.01632], [0.59359, 4.92168, 3.83010], [3.01817, 5.44580, 3.95751], [4.55259, 4.46028, 2.27163], [3.69159, 3.04163, 0.49911], [-0.35509, 2.55947, -2.80204], [0.41226, 3.15051, -5.03083], [2.81097, 3.63271, -5.45171], [4.41853, 3.46214, -3.56810], [3.66481, 2.83533, -1.35634], [-5.01568, 0.42929, 0.37634], [-6.30558, 0.33702, 2.49532], [-5.07887, 0.17351, 4.64620], [-2.63960, 0.03254, 4.67077], [-2.27975, -2.39640, 1.93235], [-1.66778, -4.71377, 1.33612], [0.69916, -5.39752, 1.25251], [2.48292, -3.75994, 1.81622], [1.86479, -1.44703, 2.45752], [-0.61427, -2.08628, 4.78810], [0.05241, -2.00182, 7.15335], [0.82006, 0.12821, 8.15600], [0.86418, 2.18765, 6.77784], [0.21483, 2.09366, 4.40094], [-0.05510, -0.87263, -3.81496], [1.03589, -0.62802, -4.64816], [0.79815, -0.36158, -5.99704], [1.83219, -0.03823, -6.86121], [3.13314, 0.01970, -6.38577], [3.37053, -0.28600, -5.05010], [2.35748, -0.61655, -4.15401], [2.75247, -0.99223, -2.74516], [3.72073, -2.00836, -2.64218], [4.27454, -2.35263, -1.41543], [3.87696, -1.65600, -0.27713], [2.88899, -0.68101, -0.39077], [2.26785, -0.31679, -1.60636], [-0.87946, -1.23034, -4.26886], [0.16472, -1.36894, -2.97876], [-0.22182, -0.41307, -6.36562], [1.61739, 0.15808, -7.90530], [3.95260, 0.28819, -7.04191], [4.38575, -0.26425, -4.66884], [4.05473, -2.53046, -3.53602], [5.02790, -3.12984, -1.35697], [4.34723, -1.86788, 0.68160], [2.60916, -0.12242, 0.51085], [-5.02755, -7.32877, -0.62678], [-4.15273, -5.81479, -0.78165], [-4.77948, -4.61561, -0.39592], [-4.13056, -3.42028, -0.51911], [-2.78052, -3.32339, -1.01745], [-2.21392, -2.20639, -1.13670], [-2.15862, -4.58354, -1.37113], [-0.76272, -4.71972, -1.80171], [0.09302, -3.85815, -1.89455], [-2.87407, -5.78874, -1.26183], [-5.78977, -4.65369, -0.00462], [-4.61626, -2.49442, -0.23159], [-0.48187, -5.76063, -2.07045], [-2.38756, -6.71511, -1.55156]],
  "forces_ev_per_angstrom": [[1.4001, -0.4553, 0.4325], [-1.3177, 1.2155, -0.0068], [0.7333, 0.6027, 0.8975], [-0.1369, -0.0100, -0.1443], [0.0886, -0.0486, -0.0088], [0.0090, 0.0621, -0.0098], [-0.0378, -0.0031, 0.0284], [0.0779, -0.0590, 0.0092], [0.0735, -0.2029, 0.0057], [-0.1714, 0.7137, -0.0458], [-0.0931, -0.1943, -0.0925], [-0.0761, 0.0990, 0.0061], [0.0006, -0.0302, -0.0297], [0.0118, -0.0465, 0.0025], [-0.0452, -0.0120, -0.0276], [0.0170, 0.0078, 0.0349], [-0.1318, -0.1428, 0.1340], [-0.0481, -0.0142, -0.0699], [-0.0187, 0.0215, 0.0588], [-0.0057, -0.0610, 0.0225], [-0.0291, 0.0151, 0.0468], [0.0485, -0.0320, -0.0151], [-0.0788, -0.0728, -0.0508], [-0.0410, -0.0378, 0.0411], [0.0093, 0.0129, -0.0579], [0.0771, -0.0079, 0.0425], [-0.0387, -0.0668, 0.0355], [0.1053, 0.0843, -0.2403], [-0.2226, -0.3632, 0.3398], [0.1484, 0.2263, -0.0089], [0.2293, 0.0011, 0.0973], [0.0200, 0.1501, 0.1653], [-0.0906, -0.0009, 0.1062], [-0.0580, 0.1484, 0.1352], [-0.3161, 0.0224, 0.1484], [0.0535, -0.0235, 0.0078], [-0.0834, -0.0015, 0.0215], [-0.0128, 0.0481, -0.0292], [-0.0246, -0.0169, -0.0081], [-0.0359, -0.0190, -0.0354], [-0.0184, 0.0365, 0.0289], [0.0136, -0.0057, -0.0338], [0.0105, -0.0101, -0.0143], [0.0074, -0.0137, 0.0393], [-0.0096, -0.0052, -0.0005], [0.0007, 0.0288, -0.0105], [0.0051, -0.0101, -0.0103], [0.0022, -0.0135, -0.0026], [-0.0065, -0.0089, 0.0042], [0.0038, 0.0044, -0.0083], [0.0067, 0.0069, 0.0114], [0.0122, -0.0305, 0.0075], [-0.0050, -0.0126, 0.0156], [-0.0039, 0.0091, 0.0096], [0.0140, 0.0016, 0.0141], [0.0101, -0.0390, 0.0165], [0.0203, 0.0068, -0.0024], [0.0177, 0.0032, -0.0122], [-0.0127, -0.0070, -0.0007], [-0.0080, -0.0253, -0.0472], [-0.0231, 0.0397, 0.0020], [0.0182, 0.0264, -0.0477], [-0.0058, 0.0008, -0.0668], [0.0770, -0.0678, -0.1116], [0.0659, -0.0032, -0.0231], [0.0169, 0.0017, -0.0067], [-0.0190, 0.0057, 0.0051], [0.0013, -0.0074, -0.0027], [0.0722, -0.0313, -0.0108], [0.0234, 0.2156, -0.2314], [-0.0429, 0.0748, 0.1915], [0.0544, 0.0546, -0.0282], [0.0079, 0.0074, 0.0007], [-0.0369, -0.0432, 0.0408], [0.0307, 0.0507, -0.0190], [-0.0669, -0.0436, 0.1525], [0.3184, -0.2866, 0.0674], [-0.0028, 0.0314, -0.0370], [-0.0308, 0.0977, -0.0080], [0.0008, 0.0545, -0.0635], [0.2275, 0.1937, -0.4575], [0.0935, 0.1710, -0.2679], [0.0250, -0.0818, -0.0224], [0.1162, -0.1022, -0.0937], [0.0062, 0.0256, 0.0089], [-0.0051, 0.0354, 0.0067], [-0.0111, -0.0270, 0.0124], [-0.0129, 0.0200, -0.0035], [-0.0310, -0.0199, 0.0133], [-0.0114, -0.0257, 0.0096], [-0.0304, -0.0278, -0.0039], [-0.0699, -0.1555, 0.0420], [0.0507, 0.0685, -0.0201], [-0.0745, 0.0348, 0.0603], [-0.0509, -0.0767, -0.0077], [0.1121, -0.1126, 0.0305], [0.0056, -0.1088, -0.3058], [-0.4074, -0.2124, -0.0482], [0.3987, -0.0028, -0.1019], [-0.5744, -0.0544, -0.0917], [-0.2122, -1.0538, -0.6057], [0.0174, -0.0489, 0.0351], [0.0127, 0.0016, -0.0193], [0.0207, -0.0115, -0.0012], [-0.0982, -0.0520, 0.0675], [-0.0055, 0.0206, 0.0176]],
  "mulliken_charge": [1.238, 1.098, 0.221, 1.226, -0.874, -0.849, -1.009, 0.240, -1.447, 1.903, 0.460, -0.314, -0.648, -0.654, -0.771, -0.742, 0.879, -0.045, -0.828, -0.535, -0.958, -0.597, 1.255, -0.994, -1.181, -0.909, -0.752, 0.182, 1.079, -0.150, 0.060, -0.455, -0.708, -0.682, -0.195, -0.482, 0.077, -0.746, -0.513, -0.596, -0.286, 0.293, 0.388, 0.425, 0.445, 0.306, 0.466, 0.362, 0.416, 0.273, 0.287, 0.363, 0.386, 0.374, -0.003, 0.551, 0.402, 0.426, 0.331, 0.304, 0.586, 0.370, 0.373, 0.437, 0.444, 0.403, 0.372, 0.437, 0.171, 0.121, 0.678, -0.505, -0.534, -0.952, -0.648, 0.137, 0.096, -0.477, -1.074, -0.638, 0.746, -0.373, 0.273, -0.645, 0.364, 0.369, 0.374, 0.437, 0.464, 0.333, 0.496, 0.012, -0.284, 0.172, -0.655, -0.582, -0.032, -0.743, 1.549, -0.872, -0.511, -0.826, 0.411, 0.449, 0.151, 0.333]
}